{"formula": "C28H54BClF3N2O17P2", "method": "wB97M-V/def2-TZVPD", "symbols": ["C", "C", "P", "C", "C", "N", "B", "O", "O", "C", "C", "C", "O", "C", "F", "F", "F", "C", "P", "N", "O", "C", "C", "C", "O", "Cl", "H", "H", "H", "H", "H", "H", "H", "H", "H", "H", "H", "H", "H", "H", "H", "H", "H", "H", "H", "H", "H", "H", "C", "C", "O", "C", "O", "O", "C", "H", "H", "H", "H", "H", "H", "H", "H", "C", "C", "O", "C", "O", "O", "C", "H", "H", "H", "H", "H", "H", "H", "H", "C", "C", "O", "C", "O", "O", "C", "H", "H", "H", "H", "H", "H", "H", "H", "C", "C", "O", "C", "O", "O", "C", "H", "H", "H", "H", "H", "H", "H", "H"], "xyz": [[-4.695025, -6.693141, -1.270504], [-3.990826, -5.295600, -1.857505], [-2.718257, -4.759402, -0.532570], [-3.654937, -3.673407, 0.785686], [-1.362640, -3.616120, -1.238334], [-1.403720, -2.518015, -2.067556], [-2.722205, -1.971041, -2.615916], [-3.550413, -2.663332, -3.659776], [-3.282087, -0.650376, -2.158826], [-3.978466, 0.027838, -3.269800], [0.023633, -2.035048, -2.209580], [0.422736, -0.953354, -3.374510], [1.428427, -0.046666, -2.803145], [0.835997, 1.164658, -2.220671], [-0.584576, 1.049009, -1.821367], [1.143889, 2.289347, -3.134390], [1.599554, 1.438612, -0.946267], [1.093543, -3.263636, -1.854364], [1.532104, -4.529354, -3.214758], [0.766982, -4.158658, -4.783041], [3.269937, -4.339951, -3.467736], [0.167923, -4.015040, -0.712737], [0.516126, -3.793223, 0.881692], [1.034606, -5.268908, 1.460950], [2.326567, -5.514333, 1.772418], [-0.144335, -6.700647, 1.778124], [-5.787943, -6.799181, -1.728532], [-4.025715, -7.640743, -1.432102], [-4.863227, -6.608776, -0.095202], [-4.883081, -4.514512, -1.948157], [-3.550950, -5.429589, -2.933901], [-4.794203, -3.999381, 0.852253], [-3.539617, -2.522854, 0.588677], [-3.187434, -3.919758, 1.853889], [-2.897755, -3.246661, -4.150882], [-3.469511, -0.132961, -4.321677], [-5.103615, -0.348900, -3.396928], [-4.069643, 1.203702, -3.128189], [0.141385, -1.371376, -1.224305], [0.984416, -1.575514, -4.224758], [-0.479424, -0.432212, -3.905797], [2.117072, -2.975821, -1.359104], [-0.211254, -3.815826, -4.660497], [0.826597, -4.963814, -5.450701], [3.429154, -3.336739, -3.572226], [0.106955, -5.197621, -0.772893], [1.290323, -2.942856, 1.098499], [-0.485978, -3.535166, 1.455152], [-9.057686, 5.251624, -1.858780], [-8.732416, 4.182616, -0.831199], [-7.491315, 3.540250, -1.148638], [-6.371728, 4.204385, -0.767424], [-6.337166, 5.278057, -0.184851], [-5.296217, 3.480449, -1.163520], [-4.044854, 4.099470, -0.874994], [-9.031518, 4.834564, -2.870772], [-10.047891, 5.677245, -1.675405], [-8.323168, 6.062524, -1.830909], [-9.505835, 3.408516, -0.853158], [-8.715427, 4.591958, 0.185871], [-3.971273, 4.373239, 0.182528], [-3.907297, 4.978617, -1.512360], [-3.251056, 3.381395, -1.099262], [4.748450, 0.517343, -2.827918], [5.073721, -0.551664, -1.800338], [6.314821, -1.194030, -2.117777], [7.434408, -0.529896, -1.736562], [7.468970, 0.543776, -1.153990], [8.509920, -1.253832, -2.132659], [9.761282, -0.634810, -1.844132], [4.774618, 0.100283, -3.839911], [3.758245, 0.942964, -2.644544], [5.482968, 1.328243, -2.800048], [4.300301, -1.325764, -1.822296], [5.090709, -0.142322, -0.783269], [9.834863, -0.361042, -0.786612], [9.898839, 0.244337, -2.481498], [10.555080, -1.352885, -2.068401], [5.960028, 2.361009, 4.579060], [4.740523, 3.255454, 4.710510], [4.449007, 3.895847, 3.462053], [3.764318, 3.145827, 2.562860], [3.381086, 1.997471, 2.729501], [3.596784, 3.883968, 1.438237], [2.938167, 3.187809, 0.382808], [6.807313, 2.921555, 4.170833], [6.243202, 1.946264, 5.550186], [5.768509, 1.530823, 3.892065], [4.947325, 4.049687, 5.434605], [3.870633, 2.700348, 5.081224], [1.989281, 2.758873, 0.720956], [3.594243, 2.408105, -0.016795], [2.725349, 3.904226, -0.415628], [0.385124, 0.433004, 4.862068], [0.611263, 1.865468, 4.413283], [-0.497278, 2.691936, 4.789874], [-0.496292, 3.126415, 6.074827], [0.355696, 2.879784, 6.915449], [-1.615883, 3.865060, 6.271346], [-1.769602, 4.337163, 7.607697], [-0.577281, 0.061317, 4.495492], [1.181523, -0.219102, 4.493568], [0.357836, 0.360981, 5.953819], [0.676600, 1.899350, 3.321280], [1.553326, 2.267374, 4.804778], [-0.876424, 4.872918, 7.945209], [-1.993817, 3.499912, 8.276122], [-2.614001, 5.031890, 7.627403]], "forces_ev_per_angstrom": [[-0.22, 0.30, 0.62], [-2.10, 0.33, -0.46], [-0.70, -0.63, 0.40], [-0.17, 0.56, 0.97], [0.78, 2.14, -0.14], [1.27, -3.94, 1.74], [-4.20, 2.61, -1.43], [4.53, 0.79, 2.17], [2.03, -3.47, -2.43], [-2.02, 1.17, -1.82], [2.18, 3.32, 2.39], [0.09, -2.27, -1.43], [-3.50, 2.40, 1.00], [1.94, 0.58, 1.10], [4.74, 0.62, -1.81], [-1.79, -3.71, 3.34], [-2.96, -1.12, -4.67], [-1.69, 0.64, 0.53], [2.10, -2.27, -0.53], [-0.22, 0.70, 1.03], [-3.02, 2.96, 0.17], [-1.27, -0.97, -1.13], [-1.24, -0.62, 0.43], [7.54, -1.04, 2.13], [-9.17, 2.06, -2.41], [1.27, 2.39, -0.72], [2.61, 0.09, 0.78], [-1.39, 1.91, 0.10], [0.43, -0.04, -2.45], [2.04, -1.50, 0.10], [-0.65, 0.10, 2.20], [2.45, 0.74, -0.44], [-0.50, -2.22, 0.37], [-0.90, 0.50, -2.44], [-1.46, 0.58, 0.64], [-0.79, 0.16, 2.26], [2.57, 0.61, 0.51], [0.56, -2.66, 0.31], [-0.29, -1.11, -2.05], [-1.04, 1.61, 1.82], [1.63, -0.75, 1.37], [-2.07, 0.04, -1.06], [1.13, -0.55, -0.42], [-0.21, 0.97, 1.13], [0.16, -2.16, -0.02], [0.40, 2.34, -0.49], [-1.28, -1.95, -0.49], [2.08, -0.58, -1.07], [0.24, 0.19, -0.14], [-0.67, 0.46, 0.05], [1.17, 0.17, 0.42], [-0.45, 0.81, 0.23], [0.07, -1.74, -0.87], [-0.76, 0.23, 0.24], [0.50, 0.25, 0.13], [-0.13, -0.04, 0.16], [0.10, -0.08, 0.00], [-0.13, -0.09, 0.13], [0.38, -0.10, -0.06], [0.23, -0.05, -0.24], [-0.11, 0.07, -0.26], [-0.05, -0.04, 0.25], [-0.34, -0.06, -0.05], [0.19, 0.22, -0.12], [-0.25, 0.48, 0.01], [0.63, 0.14, 0.38], [0.32, 0.66, 0.18], [-0.16, -1.64, -0.83], [-1.21, 0.42, 0.35], [0.66, 0.23, 0.13], [-0.11, -0.03, 0.13], [0.16, -0.06, -0.01], [-0.12, -0.13, 0.12], [0.29, -0.17, -0.04], [0.19, -0.05, -0.21], [-0.13, 0.06, -0.26], [-0.06, -0.06, 0.24], [-0.40, -0.03, -0.06], [0.07, -0.17, -0.28], [0.31, -0.38, 0.61], [-0.92, -0.46, -0.97], [0.31, -0.15, 0.26], [0.35, 1.41, -0.29], [0.09, -0.47, 0.95], [-0.15, -0.04, -0.18], [-0.12, 0.02, 0.18], [-0.05, 0.09, -0.08], [-0.07, 0.08, 0.16], [-0.13, 0.08, -0.38], [0.12, 0.09, -0.26], [0.40, 0.12, 0.12], [-0.15, 0.05, 0.17], [0.19, 0.05, 0.31], [-0.12, -0.09, 0.29], [0.43, -0.44, -0.11], [-0.11, 0.60, 0.85], [0.33, -0.26, 0.42], [-1.21, 0.40, -1.25], [0.93, -0.57, -0.41], [-0.13, 0.27, 0.58], [0.12, 0.07, -0.09], [-0.03, 0.11, 0.01], [0.11, 0.06, -0.15], [-0.19, 0.23, 0.21], [-0.34, -0.04, 0.04], [-0.12, -0.26, -0.06], [0.20, 0.15, -0.06], [0.14, -0.22, -0.30]], "mulliken_charge": [-0.923, -0.346, 0.174, -0.957, -0.562, 0.914, 0.566, -0.446, -0.334, -0.594, -0.409, -0.724, 0.066, 0.593, -0.220, -0.244, -0.155, 0.500, 0.069, -0.464, -0.469, -0.899, -0.127, 0.301, -0.459, -0.122, 0.316, 0.311, 0.287, 0.269, 0.275, 0.388, 0.282, 0.319, 0.315, 0.231, 0.278, 0.121, 0.076, 0.312, 0.208, 0.223, 0.131, 0.325, 0.351, 0.602, 0.434, 0.249, -1.087, -0.164, -0.340, 0.679, -0.553, -0.233, -0.507, 0.287, 0.358, 0.308, 0.284, 0.310, 0.332, 0.330, 0.008, -0.933, 0.258, -0.340, 0.722, -0.559, -0.338, -0.616, 0.375, 0.002, 0.388, -0.125, 0.314, 0.296, 0.285, 0.230, -1.164, 0.141, -0.405, 0.829, -0.584, -0.386, -0.400, 0.301, 0.394, 0.290, 0.381, -0.039, 0.215, 0.190, 0.253, -1.239, 0.435, -0.374, 0.729, -0.557, -0.332, -0.627, 0.304, 0.364, 0.316, 0.153, 0.002, 0.295, 0.286, 0.224], "e_tot_ev": -107616.227, "homo_energy_ev": -11.67, "gap_ev": 6.4, "mol_weight_g_mol": 855.94, "charge": 1}

{"formula": "C28H54FN9O4P2", "method": "wB97M-V/def2-TZVPD", "symbols": ["C", "C", "C", "C", "O", "C", "C", "O", "C", "N", "C", "C", "C", "N", "C", "C", "C", "C", "F", "C", "N", "C", "H", "H", "H", "H", "H", "H", "H", "H", "H", "H", "H", "H", "H", "H", "H", "H", "H", "H", "C", "N", "C", "P", "O", "N", "C", "C", "N", "C", "C", "H", "H", "H", "H", "H", "H", "H", "H", "H", "H", "H", "H", "H", "H", "H", "H", "H", "H", "C", "N", "C", "P", "O", "N", "C", "C", "N", "C", "C", "H", "H", "H", "H", "H", "H", "H", "H", "H", "H", "H", "H", "H", "H", "H", "H", "H", "H"], "xyz": [[1.439580, -1.946619, -0.651291], [-0.052692, -1.634932, -1.336343], [-0.506803, -0.147371, -0.758046], [-2.038655, -0.199793, -0.100238], [-2.204004, 0.915447, 0.889363], [-2.496045, 2.170098, 0.132848], [-4.037885, 2.412133, -0.398665], [-5.165251, 1.481290, -0.234143], [-5.405681, 1.133123, 1.174805], [-5.496485, 0.546032, 2.349380], [-4.372003, 3.831748, -1.205180], [-3.147663, 4.894410, -1.467084], [-1.594616, 4.599913, -0.938703], [-0.561414, 5.636036, -1.278820], [0.808003, 5.263964, -0.785701], [2.044957, 6.317275, -1.150997], [2.975160, 6.715114, 0.138980], [4.233676, 5.663268, 0.374041], [5.557284, 6.382252, 0.491406], [1.096005, 3.907167, 0.065938], [0.097476, 2.845651, 0.435895], [-1.241077, 3.240378, -0.120147], [1.930802, -2.922287, -1.098860], [2.096906, -1.002615, -0.880524], [1.261510, -2.052056, 0.524233], [0.154443, -1.554024, -2.493148], [-0.805650, -2.494403, -1.051774], [0.208377, 0.089617, 0.165444], [-0.400760, 0.672440, -1.594142], [-2.106908, -1.240817, 0.477284], [-2.883055, -0.215749, -0.911993], [-5.443561, 4.124729, -1.603783], [-3.371961, 5.912719, -2.048252], [1.533409, 7.310064, -1.567976], [2.660717, 5.844358, -2.045661], [3.488029, 7.757989, -0.131982], [2.326469, 6.904342, 1.094392], [4.021887, 5.049784, 1.372113], [4.275556, 4.886798, -0.530990], [2.218030, 3.734218, 0.435066], [5.754527, -0.183207, 0.389002], [6.321284, 0.398810, -0.819861], [5.305364, 0.354796, -1.879754], [7.181498, 1.875540, -0.799861], [5.959108, 2.658736, -0.261431], [8.130519, 2.073139, 0.597936], [8.530584, 1.029161, 1.523036], [7.993713, 3.334760, 1.324807], [8.586727, 0.975197, -1.418826], [9.232283, 1.737916, -2.489918], [8.618352, -0.443642, -1.762967], [5.254915, -1.134054, 0.165057], [5.035502, 0.477113, 0.877785], [6.531647, -0.453575, 1.102350], [5.730788, 0.703023, -2.826986], [4.443624, 0.987741, -1.643233], [4.953945, -0.668124, -2.051223], [7.764461, 0.844870, 2.282520], [9.451085, 1.312418, 2.047057], [8.762042, 0.085438, 1.025729], [7.113925, 3.325647, 1.977195], [7.898597, 4.175479, 0.627048], [8.876446, 3.543086, 1.939082], [8.626724, 1.717169, -3.400578], [10.232339, 1.352971, -2.716219], [9.359054, 2.786255, -2.186756], [7.990169, -0.673321, -2.628711], [8.319946, -1.076771, -0.922481], [9.642782, -0.756326, -2.003386], [-6.331893, -5.679147, 2.924242], [-6.535735, -4.410525, 2.238418], [-5.715802, -3.386066, 2.898417], [-6.495293, -4.282394, 0.534585], [-5.032697, -4.785682, 0.463476], [-7.170699, -5.632265, -0.249761], [-8.038233, -6.631055, 0.346524], [-6.378514, -6.253414, -1.310592], [-8.176655, -3.703827, 0.616329], [-8.350138, -2.555035, -0.275803], [-8.953404, -3.480031, 1.832518], [-6.408636, -5.549942, 4.011114], [-5.363455, -6.129717, 2.698316], [-7.120267, -6.391454, 2.685575], [-5.916050, -2.401624, 2.462218], [-4.645463, -3.591551, 2.792080], [-5.955393, -3.311203, 3.964368], [-7.465943, -7.423878, 0.838091], [-8.663038, -7.104132, -0.420269], [-8.739819, -6.209148, 1.068515], [-5.619990, -6.927847, -0.898887], [-5.872309, -5.489970, -1.913612], [-7.008446, -6.823742, -2.001867], [-7.864441, -1.666132, 0.136973], [-9.408304, -2.335033, -0.452981], [-7.903084, -2.765016, -1.257150], [-8.556821, -2.654128, 2.430419], [-9.012717, -4.378770, 2.453054], [-9.994815, -3.239202, 1.582535]], "forces_ev_per_angstrom": [[-1.05, 0.12, 0.01], [1.35, 0.58, 0.26], [-0.43, -0.71, 0.76], [1.20, -1.35, -0.56], [-0.96, 2.15, -3.54], [-1.81, 0.33, -0.68], [3.87, 3.39, -0.42], [1.24, 0.44, 4.40], [0.49, -4.51, 5.94], [0.61, 5.54, -10.70], [4.55, 0.61, 0.78], [-0.78, -3.40, 1.59], [-0.32, -0.37, 0.01], [2.35, -5.08, 3.22], [-2.74, -0.96, 0.08], [-1.22, -0.15, -0.04], [1.18, 0.77, -0.77], [-0.78, -0.42, 0.17], [-3.16, -1.58, -0.26], [-2.35, -0.38, -0.36], [-0.35, 6.40, -3.76], [-1.43, -0.08, -0.24], [-0.98, 2.03, 1.01], [-1.06, -1.94, 0.57], [0.66, 0.19, -2.59], [-0.84, -0.39, 2.26], [1.43, 1.80, -0.77], [-1.60, -0.24, -2.13], [-0.25, -1.57, 1.79], [0.05, 2.54, -0.88], [1.56, 0.33, 1.55], [2.45, -0.93, 1.02], [0.65, -2.60, 1.49], [0.97, -2.34, 0.95], [-1.12, 0.95, 2.02], [-1.11, -2.26, 0.59], [1.27, -0.60, -1.82], [0.99, 1.43, -2.08], [0.40, 1.88, 2.02], [-2.82, 0.26, -0.86], [0.17, 0.05, 0.33], [-0.97, -1.84, -0.62], [0.46, 0.07, -0.09], [-1.42, -3.69, 6.29], [0.97, 2.22, -2.99], [0.55, 1.47, 0.81], [0.78, -0.32, -0.49], [-0.40, 0.29, -0.24], [0.27, 0.94, -2.63], [0.71, 0.34, 0.11], [-0.42, -0.46, -0.09], [-0.02, 0.24, -0.28], [-0.13, 0.02, 0.11], [0.02, 0.22, 0.00], [0.01, 0.11, -0.03], [-0.03, 0.05, -0.03], [0.12, 0.03, 0.17], [-0.09, 0.07, 0.02], [-0.10, 0.11, -0.05], [-0.18, 0.10, -0.12], [-0.05, 0.13, 0.05], [-0.16, -0.24, 0.22], [0.02, -0.32, -0.11], [0.21, 0.00, -0.16], [-0.16, -0.06, 0.04], [-0.14, -0.10, 0.03], [0.02, -0.21, 0.02], [-0.22, 0.33, -0.18], [0.04, 0.52, -0.10], [-0.11, -0.31, -0.19], [-0.19, 0.35, 2.09], [-0.32, 0.20, -0.30], [-0.44, -6.51, 3.48], [0.11, 3.20, -2.20], [0.26, -0.75, -1.67], [-0.80, 0.48, -0.11], [0.47, 0.22, 0.05], [0.18, 2.70, -0.75], [-0.41, -0.06, -0.64], [0.13, 0.07, 0.63], [0.13, 0.30, -0.18], [0.12, -0.11, 0.04], [0.09, 0.00, -0.19], [0.07, 0.04, -0.06], [0.02, 0.03, -0.03], [-0.09, -0.15, -0.12], [0.11, -0.02, -0.01], [0.13, 0.05, -0.05], [0.21, 0.12, 0.02], [0.11, -0.03, -0.08], [-0.01, -0.23, 0.27], [-0.20, 0.08, 0.26], [-0.17, 0.17, -0.08], [0.10, -0.05, 0.13], [0.07, -0.04, 0.14], [-0.13, -0.04, 0.16], [0.36, 0.19, -0.15], [0.22, 0.14, -0.46]], "mulliken_charge": [-0.910, -0.306, -0.323, -0.370, -0.427, 0.273, 0.214, -0.274, 0.476, -0.487, -0.452, -0.463, 0.266, -0.507, 0.390, -0.538, -0.542, 0.096, -0.372, -0.074, -0.291, 0.351, 0.340, 0.160, 0.268, 0.268, 0.237, 0.218, 0.210, 0.281, 0.220, 0.305, 0.287, 0.264, 0.278, 0.284, 0.318, 0.172, 0.090, 0.087, -1.035, 0.298, -1.191, 0.626, -0.808, 0.262, -1.082, -0.904, 0.030, -1.074, -0.985, 0.396, 0.216, 0.294, 0.379, 0.281, 0.341, 0.383, 0.379, 0.256, 0.249, 0.290, 0.336, 0.345, 0.368, 0.335, 0.320, 0.291, 0.389, -1.112, 0.264, -1.205, 0.775, -0.884, 0.243, -1.078, -0.946, 0.058, -1.074, -0.977, 0.393, 0.289, 0.295, 0.370, 0.312, 0.324, 0.379, 0.385, 0.242, 0.280, 0.292, 0.335, 0.346, 0.361, 0.331, 0.312, 0.298, 0.392], "e_tot_ev": -72784.007, "homo_energy_ev": -7.91, "gap_ev": 6.5, "smiles": "CCCCOc1c(OC#N)ccc2nc(CCCF)cnc12.CN(C)P(=O)(N(C)C)N(C)C.CN(C)P(=O)(N(C)C)N(C)C", "mol_weight_g_mol": 661.75, "charge": 0}

| no. | largest force on an atom (eV/Å) |
| --- | --- |
| 1 | 9.7 |
| 2 | 12.1 |